10
Properties=species:S:1:pos:R:3 method="wB97M-V/def2-TZVPD" homo_energy_ev=-9.68 smiles="N=C=CC=O.N#N" homo_lumo_gap_ev=10.19 total_charge=0 de_lowest_kcal_mol=17.7 e_lumo_ev=0.51
N 2.0529 -0.2378 0.5728
C 0.9837 -0.6712 0.2004
N 0.5717 2.2115 -0.8044
N -0.4258 2.6783 -0.8216
O -1.4425 0.4461 1.0760
C -1.4133 -0.5770 0.4216
C -0.1953 -1.1982 -0.1081
H 2.4638 0.5320 0.0479
H -2.3477 -1.1176 0.1726
H -0.2476 -2.0663 -0.7573



178
Properties=species:S:1:pos:R:3 method="wB97M-V/def2-TZVPD" homo_energy_ev=-10.15 homo_lumo_gap_ev=5.29 total_charge=+1 e_lumo_ev=-4.86
C -7.0291 2.3650 0.9030
C -8.3466 1.4239 0.7472
O -7.9151 0.0361 0.6223
P -7.5289 -0.3626 -1.0107
O -8.5401 -1.4703 -1.4092
C -5.7709 -1.1147 -1.1152
C -4.8384 -0.1925 -0.1390
C -3.2938 -0.5764 -0.1934
C -2.7727 -1.5626 0.9256
C -3.7459 -2.1791 2.0542
O -3.5987 -1.8013 3.2413
O -4.7735 -3.0930 1.6485
C -4.9363 -4.1592 2.6099
I -3.8911 -6.0363 2.1307
C -5.7202 -4.0151 3.7881
C -6.4884 -2.6715 4.1819
I -5.8548 -5.7141 5.1555
C -1.2667 -1.9295 0.9393
C -0.7411 -2.8952 2.0916
C -0.5703 -4.4324 1.5676
C -0.3648 -5.3428 2.8934
Cl 1.3658 -5.2216 3.4942
C -0.3477 -1.3216 -0.1976
C 1.2101 -1.7614 -0.1766
C 2.1594 -0.6105 0.4566
C 3.5917 -0.7057 -0.2946
O 2.4163 -1.0022 1.8455
C 2.6454 0.1927 2.6639
C 1.2026 0.5176 3.3326
C 0.2798 1.6699 2.8532
C -1.1050 1.8781 3.5279
C -1.4944 0.9205 4.6783
C -0.5913 -0.2319 5.2123
C 0.7796 -0.4316 4.5093
N -0.8815 -0.4133 -1.2069
I 0.5177 0.3219 -2.5721
C -2.3078 -0.0395 -1.2597
P -2.8356 1.0962 -2.6605
O -4.3412 1.4370 -2.6979
O -2.4605 0.4564 -4.2145
O -2.0068 2.6020 -2.5310
O -7.5609 0.9784 -2.0546
C -8.2980 0.7062 -3.2859
C -9.8357 1.1104 -3.0513
H -7.2921 3.3880 1.3454
H -6.5627 2.4581 -0.1361
H -6.2758 1.8430 1.5890
H -8.9151 1.5390 1.7484
H -9.0235 1.7931 -0.0924
H -5.8670 -2.1420 -0.5996
H -5.3765 -1.1709 -2.1821
H -5.2922 -0.3407 0.9167
H -4.9798 0.9351 -0.3555
H -5.8012 -1.8210 4.5079
H -7.1900 -2.3241 3.3482
H -7.1640 -2.9121 5.0891
H -1.3175 -2.8330 3.0728
H 0.3382 -2.5515 2.3355
H -1.4566 -4.7855 0.9407
H 0.3590 -4.4810 0.8784
H -1.0382 -4.8812 3.7058
H -0.6916 -6.4240 2.6612
H 1.5727 -2.0951 -1.2239
H 1.3802 -2.6894 0.4936
H 1.6927 0.4312 0.4331
H 3.6993 -1.8018 -0.6530
H 4.4388 -0.5236 0.4637
H 3.6329 -0.0050 -1.1954
H 3.0418 1.0646 2.0361
H 3.4183 0.0134 3.4935
H 0.5943 2.3778 2.0112
H -1.8016 2.7059 3.1632
H -2.5055 1.0796 5.1920
H -0.9953 -0.8529 6.0739
H 1.4407 -1.2883 4.8827
H -3.2786 0.0179 -4.5658
H -2.4702 3.1135 -1.8129
H -7.8850 1.4224 -4.0836
H -8.1480 -0.3577 -3.6800
H -10.3194 1.4674 -4.0293
H -9.8336 2.0141 -2.3423
H -10.3882 0.2333 -2.5634
C -4.1693 4.6995 -4.2525
C -4.0407 5.9797 -4.7829
C -4.5273 7.0774 -4.0798
C -5.1342 6.8960 -2.8409
C -5.2596 5.6162 -2.3085
C -4.7814 4.5156 -3.0154
H -3.7925 3.8437 -4.8032
H -3.5613 6.1219 -5.7460
H -4.4328 8.0743 -4.4968
H -5.5093 7.7525 -2.2904
H -5.7316 5.4758 -1.3410
H -4.8808 3.5145 -2.6048
C 2.5646 0.1759 9.3514
C 1.7435 0.7467 8.3837
C 2.3041 1.4377 7.3140
C 3.6874 1.5497 7.2067
C 4.5086 0.9757 8.1725
C 3.9477 0.2925 9.2471
H 2.1270 -0.3600 10.1872
H 0.6651 0.6535 8.4638
H 1.6633 1.8883 6.5631
H 4.1249 2.0845 6.3700
H 5.5872 1.0617 8.0879
H 4.5878 -0.1501 10.0026
C -1.5082 9.9190 -4.9125
C -1.3795 11.1989 -5.4432
C -1.8661 12.2966 -4.7400
C -2.4732 12.1153 -3.5007
C -2.5986 10.8358 -2.9683
C -2.1202 9.7371 -3.6757
H -1.1317 9.0628 -5.4627
H -0.9002 11.3410 -6.4062
H -1.7716 13.2936 -5.1569
H -2.8482 12.9716 -2.9502
H -3.0705 10.6948 -2.0012
H -2.2230 8.7391 -3.2629
C 7.0851 -2.0742 1.1106
C 7.0366 -1.0045 1.9994
C 8.1252 -0.1453 2.1155
C 9.2592 -0.3506 1.3350
C 9.3062 -1.4182 0.4436
C 8.2213 -2.2826 0.3342
H 6.2374 -2.7462 1.0227
H 6.1492 -0.8406 2.6031
H 8.0898 0.6848 2.8132
H 10.1061 0.3218 1.4217
H 10.1901 -1.5768 -0.1660
H 8.2603 -3.1181 -0.3569
C 10.9459 -7.5198 -0.4713
C 11.0785 -6.2368 -0.9930
C 10.5802 -5.1437 -0.2896
C 9.9577 -5.3336 0.9404
C 9.8283 -6.6164 1.4640
C 10.3184 -7.7101 0.7567
H 11.3314 -8.3719 -1.0212
H 11.5700 -6.0882 -1.9492
H 10.6778 -4.1436 -0.6998
H 9.5736 -4.4811 1.4909
H 9.3442 -6.7639 2.4240
H 10.2126 -8.7104 1.1625
C 10.9573 3.9741 -1.3025
C 10.1515 3.1914 -0.4812
C 9.4249 2.1346 -1.0210
C 9.5117 1.8541 -2.3816
C 10.3204 2.6345 -3.2022
C 11.0399 3.6970 -2.6639
H 11.5211 4.8001 -0.8819
H 10.0892 3.4060 0.5810
H 8.7919 1.5291 -0.3821
H 8.9489 1.0269 -2.8018
H 10.3894 2.4147 -4.2628
H 11.6660 4.3085 -3.3048
C -12.3170 -3.4145 -2.1569
C -13.6784 -3.4807 -1.8756
C -14.2564 -2.5573 -1.0098
C -13.4743 -1.5611 -0.4325
C -12.1135 -1.4928 -0.7169
C -11.5334 -2.4215 -1.5754
H -11.8660 -4.1368 -2.8295
H -14.2895 -4.2533 -2.3310
H -15.3164 -2.6131 -0.7855
H -13.9258 -0.8380 0.2389
H -11.5037 -0.7148 -0.2678
H -10.4715 -2.3707 -1.7921
C 8.3579 -5.1392 -3.3528
C 8.1758 -4.0430 -4.1907
C 7.5551 -4.2055 -5.4255
C 7.1074 -5.4634 -5.8186
C 7.2862 -6.5588 -4.9791
C 7.9151 -6.3980 -3.7482
H 8.8451 -5.0132 -2.3913
H 8.5190 -3.0608 -3.8811
H 7.4193 -3.3520 -6.0814
H 6.6192 -5.5895 -6.7792
H 6.9356 -7.5393 -5.2851
H 8.0594 -7.2531 -3.0963